[1]
Computed, not measured: the ion C3H6ClNOPS with charge +1, with the ωB97M-V functional and the def2-TZVPD basis.

As for the spin multiplicity: 3. The frontier orbital gap (alpha / beta) is 7.62 / 7.52 eV. As for the total charge: +1. The value obtained for the HOMO energy (alpha / beta) is -0.4537 / -0.5421 hartree. As for the molar mass: 170.58 g mol⁻¹. For the LUMO energy (alpha / beta), the calculation gives -4.721 / -7.230 eV. Its expectation value of S² is 2.0095.

Atoms and positions in Å:
C  0.304  0.244  -1.019
C  0.919  0.308  0.353
C  2.280  -0.470  0.317
N  -0.938  0.080  -1.233
O  0.027  0.072  1.372
P  -1.954  -0.125  0.036
S  -3.301  1.435  0.232
Cl  -2.879  -1.849  -0.003
H  1.032  0.200  -1.963
H  1.247  1.416  0.466
H  2.690  -0.015  -0.570
H  2.077  -1.578  0.015
H  2.900  -0.361  1.163
H  -4.404  0.643  0.833

These are the Mulliken partial charges, in e, on atoms 1 to 5:
1 C -0.1495
2 C 0.6550
3 C -1.0991
4 N -0.3761
5 O -0.3243



[2]
Computed, not measured: an isolated molecule of C3H6ClNS, with the ωB97M-V functional and the def2-TZVPD basis.

As for the SMILES: CN[C@H](Cl)C=S. Its energy above the lowest of the compared OMol25 structures with the same formula, charge and spin is 39.2 kcal per mole. The frontier orbital gap is 8.46 eV. As for the total charge: 0. The value obtained for the HOMO energy is -0.3378 hartree. As for the molar mass: 123.61 g mol⁻¹. For the LUMO energy, the calculation gives -0.732 eV.

Atoms and positions in Å:
C  1.695  -0.575  0.183
N  0.191  -0.715  0.179
C  -0.448  0.298  -0.553
Cl  0.067  1.982  0.047
C  -1.940  0.422  -0.188
S  -2.616  -0.269  1.161
H  1.952  -0.774  1.209
H  2.184  -1.274  -0.433
H  1.870  0.556  -0.126
H  -0.222  -0.916  1.063
H  -0.152  0.263  -1.669
H  -2.579  1.002  -0.873

These are the Mulliken partial charges, in e, on atoms 1 to 5:
1 C -0.7447
2 N -0.3036
3 C 0.1811
4 Cl -0.2336
5 C -0.3425



One value per record, in order, for E_tot: -1447.2511, -1030.9900 hartree.